--- w ---
This record from the OMol25 dataset describes the molecule C22H28N2O3. The level of theory is ωB97M-V with the def2-TZVPD basis set.

Computed properties:
- Kohn-Sham gap: 8.3 eV
- Multiplicity: 1
- SMILES: C=CCOc1ccc(CNc2ccc(NC(=O)CCC)cc2)cc1OCC

Element x y z (Å)
H 4.770 -1.268 -1.634
N 2.232 3.579 0.283
C -3.700 0.876 -0.116
H -2.679 0.763 -1.864
C -1.466 1.843 -0.634
H 2.257 3.912 1.236
C 3.244 -1.354 -0.170
C 1.910 -3.316 -0.389
H 3.666 3.257 -1.192
C -0.088 3.191 0.794
H -0.692 -2.396 -0.315
C 4.159 -0.680 -0.968
H 1.061 0.053 3.024
C 3.454 1.439 -0.099
H -2.128 2.713 1.206
C -4.249 -1.420 -1.019
H 1.565 -2.491 -2.380
O 3.197 -2.717 -0.308
C 0.597 -0.560 2.239
H 1.407 -3.305 0.583
O 1.588 -1.289 1.538
C 4.257 0.698 -0.950
C 2.457 -0.614 0.732
H -1.145 -1.026 3.399
H -0.743 -1.780 -2.038
H -4.751 -2.163 0.944
C -4.754 0.009 -0.792
H 4.945 1.197 -1.617
C 0.817 2.324 -1.247
H 0.057 0.101 1.547
C 1.063 -2.654 -1.435
H -3.515 -3.109 0.111
C -3.882 -2.102 0.294
H 4.276 3.348 0.458
H -3.113 -1.536 0.814
H 2.008 1.332 1.465
C 1.006 3.035 -0.060
C -0.180 -2.254 -1.252
C 2.597 0.767 0.762
H 1.630 2.207 -1.944
H 0.175 -2.197 3.572
C -0.359 -1.559 2.872
H -5.031 -1.994 -1.522
H -5.628 -0.014 -0.141
H 2.119 -4.353 -0.675
C 3.463 2.953 -0.158
C -0.400 1.738 -1.523
N -2.657 1.166 -0.938
H -0.811 -2.187 2.108
H -3.376 -1.410 -1.677
C -1.306 2.607 0.518
H -5.041 0.461 -1.745
H 0.030 3.763 1.705
H -0.518 1.173 -2.438
O -3.795 1.246 1.034



--- x ---
This record from the OMol25 dataset describes the molecule C22H28N2O3. The level of theory is ωB97M-V with the def2-TZVPD basis set.

Computed properties:
- Kohn-Sham gap: 8.7 eV
- Multiplicity: 1
- SMILES: CC(C)COc1cccc(C(=O)Nc2ccc(CN3CCOCC3)cc2)c1

Element x y z (Å)
N 0.590 -2.137 4.871
H -1.190 -3.037 4.354
C -0.924 -0.165 0.557
C -0.474 -1.896 2.703
O 2.904 -3.638 5.721
H 3.324 -0.258 -4.951
C -0.231 -2.809 3.875
H 3.894 -2.745 4.216
H 1.977 2.076 -3.778
O 0.459 2.674 -5.056
C -0.541 2.255 -2.867
H -0.218 -1.779 -0.668
H -0.851 0.230 -1.436
H 2.205 -1.540 -4.488
C -1.628 3.582 -4.550
C -0.431 -1.449 0.340
H 0.198 -3.758 3.516
C -0.967 -0.614 2.913
H -0.341 -3.126 6.455
C 1.253 0.352 -4.905
H 0.616 -1.019 -6.452
C -1.637 1.917 -0.627
C 1.611 -4.015 6.143
C 1.935 -1.822 4.419
H 1.729 -4.426 7.148
H 1.823 0.157 -6.979
C 2.422 -0.479 -4.385
H 0.362 0.133 -4.305
C -2.681 3.274 -2.418
H -1.165 -0.292 3.924
C -1.616 2.482 -2.010
H 1.884 -1.404 3.412
H 2.541 -3.782 3.694
C 0.940 0.015 -6.360
H -1.610 4.001 -5.544
C 1.570 1.849 -4.771
C -0.538 2.807 -4.142
H 0.306 1.686 -2.513
H -3.511 4.424 -4.018
H 2.318 2.131 -5.517
O -2.094 2.527 0.317
H -3.493 3.451 -1.731
H 1.031 -2.081 6.882
H 0.150 0.662 -6.732
H 0.179 -3.294 1.215
C -0.207 -2.302 1.403
C -1.192 0.250 1.860
C -2.682 3.815 -3.692
H -1.575 1.241 2.033
N -1.109 0.658 -0.557
H 2.617 -0.269 -3.335
H 2.335 -1.062 5.097
C 0.660 -2.811 6.156
H 1.217 -4.803 5.481
C 2.868 -3.041 4.441



Referenced to the most stable arrangement, the calculated values in kJ/mol are w 48.7; x 0.0.



--- w ---
This record from the OMol25 dataset describes the ion C7H12N5 with charge +1. The level of theory is ωB97M-V with the def2-TZVPD basis set.

Computed properties:
- Kohn-Sham gap: 7.7 eV
- Net charge: +1
- Multiplicity: 1

Element x y z (Å)
H -3.152 0.641 0.916
H -1.266 -2.679 1.265
H 2.387 -2.542 -0.565
N 4.118 0.925 0.855
H 3.967 0.394 -1.069
C 1.966 -1.622 -0.353
H -1.814 3.205 0.753
C -2.189 0.362 0.397
C -0.202 0.930 -0.437
H -2.934 -2.070 0.916
H 4.686 1.737 0.513
N -1.508 1.371 -0.067
H 0.193 -2.439 -0.577
C -1.869 2.743 -0.206
C -1.962 -2.090 0.564
N 0.633 -1.498 -0.552
N 2.674 -0.658 0.160
N -1.520 -0.789 0.294
H 3.719 0.908 1.782
C 3.609 0.180 -0.087
H -2.848 2.737 -0.606
C -0.228 -0.447 -0.284
H -1.792 -2.802 -0.304
H -1.084 3.309 -0.770



--- x ---
This record from the OMol25 dataset describes the ion C7H12N5 with charge +1. The level of theory is ωB97M-V with the def2-TZVPD basis set.

Computed properties:
- Kohn-Sham gap: 8.1 eV
- Net charge: +1
- Multiplicity: 1

Element x y z (Å)
H 1.615 3.548 -1.029
N 1.936 0.938 -0.437
C -0.251 -1.207 0.007
N -2.283 -0.992 0.726
H 1.536 -2.292 0.259
H 2.799 1.503 -0.209
C -1.010 -0.609 1.028
C -2.270 -1.763 -0.397
H 3.386 -1.524 0.781
H 0.266 3.331 -1.931
H -4.352 -1.260 1.133
N 3.277 -0.564 0.492
C -3.592 -0.465 1.254
H -3.167 -2.293 -0.831
N -1.024 -1.863 -0.797
H -0.664 -0.072 1.862
H -3.939 0.526 0.809
N 1.191 -1.340 -0.048
H -3.451 -0.279 2.410
C 0.891 1.445 -1.221
H 1.796 2.602 -2.568
C 2.068 -0.343 -0.056
C 1.188 2.836 -1.674
H 4.054 0.139 0.437



Referenced to the most stable arrangement, the calculated values in kJ/mol are w 14.9; x 0.0.